Record 1
DFT (ωB97M-V/def2-TZVPD) results for a molecular structure, C53H45AsF7MoN7O6P.

The calculation puts the LUMO energy (spin up / spin down) at -5.1 / -5.6 eV. The spin multiplicity is 4. The value obtained for the HOMO-LUMO gap (spin up / spin down) is 5.92 / 5.56 eV. The value obtained for the HOMO energy (spin up / spin down) is -11.01 / -11.11 eV. The electronic energy comes out at -6225.49418 Ha. As for the charge: +2.

Each line ends with the Löwdin spin population.
Cartesian coordinates (Å):
Mo -0.6844 -0.1935 -0.3656  1.766
O -2.3231 -0.9253 3.2812  -0.009
C -2.0693 -0.6631 2.1377  -0.003
N -0.8247 -0.3381 1.5961  -0.030
C 0.3835 -0.3107 2.3598  0.000
C 0.4840 -0.3063 3.7527  -0.001
C 1.7329 -0.3517 4.3327  -0.002
C 2.8712 -0.4087 3.5424  -0.008
C 2.7793 -0.3682 2.1658  0.005
C 1.5304 -0.2800 1.5650  -0.011
N 1.2979 -0.0928 0.1560  0.023
C 2.3480 -0.3410 -0.7230  0.033
O 3.2066 -1.1776 -0.5719  0.060
C 2.3724 0.4256 -2.0286  0.253
C 3.2208 0.0530 -3.0243  0.003
C 2.9512 0.3468 -4.3640  0.319
C 1.6793 0.9150 -4.6939  0.012
C 0.8658 1.3699 -3.7453  0.190
N 1.3374 1.4432 -2.3278  0.056
C -3.1779 -0.6761 1.0973  0.012
C -4.4812 -0.9016 1.4696  -0.003
C -5.4628 -0.8868 0.4924  0.014
C -5.1045 -0.6290 -0.8223  -0.002
C -3.7751 -0.4196 -1.1238  0.016
N -2.8250 -0.4576 -0.1803  0.012
H -0.4018 -0.2656 4.3638  0.000
H 1.8205 -0.3303 5.4115  0.000
H 3.8497 -0.4521 4.0059  -0.001
H 3.6725 -0.3629 1.5658  0.001
H 4.0499 -0.5784 -2.7328  -0.002
H 3.6334 0.0428 -5.1493  0.016
H 1.3366 0.9505 -5.7214  -0.004
H -0.0863 1.8372 -3.9217  0.007
H -4.6919 -1.0813 2.5155  0.000
H -6.4990 -1.0673 0.7536  0.001
H -5.8449 -0.5840 -1.6117  0.000
H -3.4526 -0.2087 -2.1363  0.000
F 1.5194 -6.2194 1.2669  0.000
C 0.9050 -5.9431 0.1083  0.001
C 0.4440 -4.6864 -0.0774  0.001
C -0.1847 -4.3415 -1.2736  0.002
C -0.5798 -2.9845 -1.5140  0.010
O -0.4646 -2.1654 -0.5801  0.012
C -1.0536 -2.6535 -2.7957  0.006
C -1.2911 -3.6678 -3.6842  0.005
N -1.0362 -4.9580 -3.4324  0.011
C -1.3499 -5.9532 -4.4551  0.001
C -2.7218 -5.9442 -5.0464  0.000
C -2.3134 -7.0506 -4.1230  0.000
C -0.3804 -5.3155 -2.2509  0.002
C 0.1043 -6.6123 -2.0385  0.000
C 0.7843 -6.9463 -0.8794  0.002
N 1.3074 -8.2507 -0.7207  0.001
C 2.0494 -8.8554 -1.8299  0.000
C 1.6432 -10.3266 -1.9380  0.000
N 1.2601 -10.8111 -0.5555  0.000
C 2.1648 -10.1987 0.4840  0.000
C 1.8416 -8.7020 0.5792  0.000
C -1.2666 -1.2330 -3.2485  0.012
O -1.7758 -0.9977 -4.3188  0.019
O -0.8122 -0.3218 -2.4205  0.063
H 0.6030 -3.9390 0.6944  0.000
H -1.7066 -3.4343 -4.6589  0.000
H -0.5216 -6.1724 -5.1146  0.000
H -2.8097 -6.1501 -6.1033  0.000
H -3.4324 -5.2198 -4.6686  0.000
H -2.1302 -8.0331 -4.5400  0.000
H -2.7477 -7.0509 -3.1289  0.000
H -0.0593 -7.3663 -2.7987  0.000
H 3.1268 -8.7681 -1.6576  0.000
H 1.8381 -8.3534 -2.7655  0.000
H 2.4633 -10.9423 -2.2976  0.000
H 0.7835 -10.4743 -2.5849  0.000
H 1.2799 -11.8256 -0.5128  0.000
H 0.3093 -10.5087 -0.3617  0.000
H 3.1847 -10.3881 0.1644  0.000
H 2.0063 -10.6951 1.4354  0.000
H 2.7479 -8.1793 0.8781  0.000
H 1.0921 -8.5357 1.3447  0.000
F 1.1522 2.5520 0.6528  0.000
As 2.5559 3.0510 1.6031  0.000
F 2.1359 1.8371 2.7202  -0.002
F 3.4522 1.9251 0.6281  0.002
F 3.9606 3.4571 2.4789  0.000
F 2.8659 4.2733 0.4377  0.000
F 1.5665 4.1703 2.4465  0.000
O -1.0376 1.7779 -0.5917  0.050
P -0.9202 3.2950 -0.8568  0.010
C -2.3353 3.6959 -1.8826  0.000
C -3.2052 4.7402 -1.5772  0.000
C -4.3060 4.9867 -2.3927  0.000
C -4.5431 4.1920 -3.5046  0.000
C -3.6959 3.1239 -3.7964  0.000
C -2.6002 2.8737 -2.9875  0.000
C 0.5456 3.7557 -1.8151  0.009
C 1.6168 2.9358 -2.1796  0.032
C 2.8024 3.4238 -2.6453  0.006
C 2.9425 4.7929 -2.8155  0.000
C 1.8661 5.6297 -2.5885  0.002
C 0.6848 5.1129 -2.0788  0.001
C -1.1033 4.1723 0.6725  0.001
C -1.3581 3.3875 1.7974  0.000
C -1.4562 3.9819 3.0413  0.000
C -1.2929 5.3541 3.1695  0.000
C -1.0508 6.1379 2.0501  0.000
C -0.9557 5.5522 0.7984  0.000
H -3.0339 5.3556 -0.7032  0.000
H -4.9808 5.8002 -2.1515  0.000
H -5.3930 4.4004 -4.1464  0.000
H -3.8910 2.4876 -4.6554  0.000
H -1.9699 2.0182 -3.1999  0.000
H 0.5939 1.2561 -1.6625  0.013
H 3.6164 2.7495 -2.8766  0.002
H 3.8889 5.1961 -3.1498  0.000
H 1.9489 6.6915 -2.7851  0.000
H -0.1477 5.7817 -1.8976  0.000
H -1.4423 2.3170 1.7008  0.000
H -1.6333 3.3683 3.9175  0.000
H -1.3334 5.8133 4.1494  0.000
H -0.9114 7.2070 2.1517  0.000
H -0.7513 6.1824 -0.0556  0.000



Record 2
DFT (ωB97M-V/def2-TZVPD) results for a molecular structure, C53H46ClGaGeO2Sb2.

The calculation puts the LUMO energy at -1.2 eV. Its energy above the lowest of the compared OMol25 structures with the same formula, charge and spin is 70.5 kJ/mol. The spin multiplicity is 1. The value obtained for the HOMO-LUMO gap is 6.28 eV. The value obtained for the HOMO energy is -7.47 eV. The electronic energy comes out at -7140.01507 Ha. As for the charge: 0.

Each line ends with the Löwdin charge.
Cartesian coordinates (Å):
Ga -0.5250 0.7394 -1.6321  0.539
C 2.4364 1.6162 -0.0841  -0.403
C 1.7465 0.7209 0.9387  -0.388
C 0.8510 1.5353 1.8577  -0.382
Sb -0.2812 0.5268 3.4105  1.515
C -0.0052 -1.4955 2.7597  -0.379
C -0.5349 -1.8753 1.5272  -0.164
C -0.5287 -3.2020 1.1223  -0.078
C -0.0068 -4.1784 1.9592  -0.096
C 0.5305 -3.8153 3.1851  -0.089
C 0.5331 -2.4818 3.5815  -0.120
C 1.2867 0.5087 4.8735  -0.418
C 0.9937 0.9061 6.1748  -0.152
C 1.9745 0.9127 7.1599  -0.095
C 3.2665 0.5180 6.8526  -0.095
C 3.5750 0.1164 5.5590  -0.089
C 2.5918 0.1116 4.5813  -0.135
Sb 3.5398 0.6492 -1.6786  1.481
C 3.1491 -1.4004 -1.1668  -0.384
C 3.6096 -1.9917 0.0094  -0.117
C 3.4026 -3.3415 0.2541  -0.078
C 2.7427 -4.1274 -0.6816  -0.094
C 2.2815 -3.5562 -1.8571  -0.088
C 2.4855 -2.2005 -2.0932  -0.145
C 5.4613 0.6479 -0.7217  -0.413
C 6.5390 0.1584 -1.4565  -0.151
C 7.8058 0.0751 -0.8978  -0.092
C 8.0161 0.4890 0.4100  -0.094
C 6.9541 0.9814 1.1526  -0.090
C 5.6864 1.0581 0.5890  -0.136
H 3.1519 2.2792 0.4067  0.046
H 1.7079 2.2785 -0.5621  0.027
H 2.4972 0.1833 1.5231  0.075
H 1.1771 -0.0728 0.4385  0.059
H 0.1161 2.0832 1.2672  0.007
H 1.4469 2.2804 2.3920  0.060
H -0.9723 -1.1308 0.8734  0.046
H -0.9399 -3.4729 0.1572  0.093
H -0.0193 -5.2193 1.6570  0.101
H 0.9425 -4.5722 3.8413  0.101
H 0.9501 -2.2181 4.5466  0.092
H -0.0131 1.2192 6.4299  0.083
H 1.7271 1.2261 8.1664  0.100
H 4.0323 0.5195 7.6178  0.100
H 4.5823 -0.1974 5.3137  0.101
H 2.8470 -0.2210 3.5811  0.085
H 4.1557 -1.4009 0.7361  0.092
H 3.7656 -3.7846 1.1732  0.105
H 2.5995 -5.1853 -0.4965  0.103
H 1.7795 -4.1658 -2.5999  0.101
H 2.1553 -1.7752 -3.0315  0.073
H 6.3942 -0.1669 -2.4818  0.088
H 8.6299 -0.3115 -1.4839  0.101
H 9.0045 0.4298 0.8471  0.101
H 7.1092 1.3049 2.1744  0.101
H 4.8719 1.4375 1.1959  0.082
Cl -0.8202 -3.8539 -7.1405  0.673
C -0.4778 -2.6548 -5.9351  -0.663
C 0.3213 -1.5488 -6.2728  -0.064
C 0.6121 -0.5786 -5.3504  0.023
C 0.1009 -0.6602 -4.0383  -0.326
O 0.3949 0.2896 -3.1912  -0.089
C -0.6929 -1.7864 -3.7056  -0.143
C -1.2431 -1.9536 -2.4085  -0.113
O -1.1268 -1.1617 -1.4503  -0.031
C -0.9738 -2.7770 -4.6717  -0.051
H 0.7068 -1.4713 -7.2810  0.114
H 1.2274 0.2737 -5.6031  0.131
H -1.8183 -2.8682 -2.2205  0.151
H -1.5919 -3.6241 -4.4015  0.124
C -1.2800 2.3840 -1.2103  -0.306
Ge -3.1241 1.9840 -0.7895  0.864
C -3.5818 1.1918 0.9509  -0.263
C -4.1821 1.9514 1.9536  -0.104
C -4.4476 1.4059 3.2033  -0.092
C -4.1182 0.0851 3.4708  -0.114
C -3.5222 -0.6874 2.4837  -0.127
C -3.2598 -0.1342 1.2387  -0.157
C -4.1742 3.6266 -0.9704  -0.277
C -3.5501 4.8330 -1.2723  -0.106
C -4.2898 6.0005 -1.4148  -0.091
C -5.6677 5.9718 -1.2625  -0.098
C -6.3052 4.7738 -0.9677  -0.093
C -5.5609 3.6125 -0.8231  -0.118
C -3.6492 0.6942 -2.1894  -0.278
C -4.4902 -0.3948 -1.9595  -0.101
C -4.8098 -1.2815 -2.9796  -0.084
C -4.3001 -1.0889 -4.2579  -0.095
C -3.4690 -0.0071 -4.5081  -0.087
C -3.1450 0.8718 -3.4812  -0.124
H -0.7969 2.9186 -0.3908  -0.063
H -4.4428 2.9863 1.7617  0.095
H -4.9084 2.0156 3.9706  0.101
H -4.3192 -0.3401 4.4459  0.102
H -3.2517 -1.7172 2.6872  0.106
H -2.7919 -0.7521 0.4781  0.075
H -2.4743 4.8562 -1.4077  0.088
H -3.7900 6.9322 -1.6493  0.099
H -6.2461 6.8800 -1.3767  0.098
H -7.3815 4.7464 -0.8507  0.099
H -6.0712 2.6833 -0.5894  0.103
H -4.9007 -0.5574 -0.9688  0.098
H -5.4665 -2.1197 -2.7797  0.102
H -4.5551 -1.7758 -5.0555  0.103
H -3.0711 0.1533 -5.5034  0.109
H -2.5004 1.7213 -3.6876  0.102



Record 3
DFT (ωB97M-V/def2-TZVPD) results for a molecular structure, C53H47Br2FIN2O4SSbSiY.

The calculation puts the LUMO energy (spin up / spin down) at -2.3 / -3.6 eV. Its energy above the lowest of the compared OMol25 structures with the same formula, charge and spin is 99.7 kJ/mol. The spin multiplicity is 1. The value obtained for the HOMO-LUMO gap (spin up / spin down) is 7.96 / 6.28 eV. The value obtained for the HOMO energy (spin up / spin down) is -10.27 / -9.88 eV. The electronic energy comes out at -8970.26345 Ha. As for the charge: +1.

Each line ends with the Löwdin charge.
Cartesian coordinates (Å):
Y -0.9374 -1.2031 0.1694  0.825
Br 1.0715 -3.7314 -3.9148  0.594
C 1.0144 -2.7721 -5.4907  -0.537
Br -0.5063 -0.5777 -2.7283  0.513
H 0.1634 -2.8967 -6.1383  -0.015
H 1.8697 -2.1782 -5.7645  -0.016
C 2.8088 3.9262 4.4705  -0.040
C 1.3444 4.2430 4.2264  -0.290
C 1.1353 5.7169 3.9208  -0.141
C -0.3490 6.0254 3.8341  -0.123
C -1.0294 5.0967 2.8670  -0.123
C -2.2151 5.4524 2.2628  0.067
C -2.8325 4.5894 1.3627  -0.247
F -3.9920 4.9788 0.8018  0.075
C -2.2932 3.3856 1.0261  0.077
C -1.0787 3.0096 1.6111  -0.041
C -0.4774 1.7506 1.2055  -0.310
O -1.0892 1.0301 0.3517  -0.189
C 0.7662 1.4287 1.7911  -0.032
C 1.2929 2.2906 2.7287  0.050
N 0.7476 3.4383 3.1181  0.054
C -0.4557 3.8506 2.5396  -0.058
C 1.6176 0.2215 1.4813  -0.569
O 2.7209 0.1448 1.9933  0.056
O 1.1204 -0.6588 0.6681  -0.241
H 3.1821 4.6277 5.2158  0.092
H 3.4020 4.0499 3.5624  0.101
H 2.9701 2.9238 4.8639  0.085
H 0.7690 3.9900 5.1229  0.164
H 1.6392 5.9637 2.9816  0.136
H 1.6041 6.3055 4.7087  0.126
H -0.5177 7.0583 3.5290  0.126
H -0.8010 5.9113 4.8241  0.133
H -2.6741 6.4088 2.4809  0.138
H -2.7648 2.7200 0.3229  0.104
H 2.2302 2.0045 3.1765  0.129
C 0.2202 5.0796 -1.3214  -0.073
C 0.8723 3.8568 -1.2221  -0.073
C 0.2991 2.7156 -1.7632  -0.115
C -0.9325 2.7760 -2.4154  -0.278
C -1.5582 4.0209 -2.5366  -0.094
C -0.9965 5.1627 -1.9839  -0.073
Si -1.7780 1.3114 -3.1832  0.465
C -3.4736 0.9165 -2.5384  -0.286
C -4.1913 1.7909 -1.7211  -0.088
C -5.4571 1.4595 -1.2564  -0.072
C -6.0330 0.2522 -1.6255  -0.079
C -5.3461 -0.6192 -2.4621  -0.076
C -4.0789 -0.2883 -2.9124  -0.126
C -1.7086 1.3451 -5.0378  -0.298
C -0.4843 1.5637 -5.6788  -0.105
C -0.3970 1.5787 -7.0597  -0.075
C -1.5406 1.3814 -7.8268  -0.073
C -2.7637 1.1741 -7.2085  -0.073
C -2.8463 1.1571 -5.8218  -0.086
H 0.6708 5.9716 -0.9042  0.106
H 1.8317 3.7888 -0.7231  0.110
H 0.8136 1.7671 -1.6546  0.077
H -2.5067 4.1105 -3.0595  0.112
H -1.5050 6.1135 -2.0769  0.110
H -3.7643 2.7452 -1.4348  0.080
H -5.9954 2.1481 -0.6177  0.111
H -7.0248 -0.0037 -1.2737  0.109
H -5.7969 -1.5585 -2.7577  0.112
H -3.5446 -0.9877 -3.5465  0.104
H 0.4140 1.7248 -5.0898  0.104
H 0.5571 1.7488 -7.5414  0.107
H -1.4758 1.3938 -8.9075  0.108
H -3.6543 1.0250 -7.8050  0.107
H -3.8104 0.9925 -5.3522  0.098
N -4.4612 -3.3087 0.4702  0.214
C -4.0226 -2.0426 0.4843  -0.645
O -3.0759 -1.6960 -0.2769  -0.216
C -4.6530 -1.1033 1.3592  0.089
I -1.7736 -1.3938 3.0200  0.243
H -3.9532 -3.9832 -0.0780  0.127
H -5.1747 -3.6293 1.1001  0.122
H -5.4119 -1.4174 2.0610  0.075
H -4.3724 -0.0646 1.2946  0.060
S -0.1042 -3.7784 -0.3097  0.015
Sb 1.8917 -3.8677 0.8471  1.330
C 1.7561 -3.4947 2.8879  -0.378
C 2.5574 -2.5389 3.4985  -0.110
C 2.4557 -2.3524 4.8719  -0.064
C 1.5690 -3.1151 5.6158  -0.070
C 0.7759 -4.0753 4.9996  -0.083
C 0.8658 -4.2672 3.6312  -0.153
C 3.4670 -2.8050 -0.0130  -0.347
C 4.7475 -2.9826 0.4987  -0.112
C 5.8086 -2.2952 -0.0731  -0.070
C 5.5871 -1.4574 -1.1571  -0.068
C 4.3090 -1.3032 -1.6761  -0.063
C 3.2404 -1.9765 -1.1033  -0.138
C 2.4739 -5.8862 0.7669  -0.353
C 2.2484 -6.6266 -0.3893  -0.123
C 2.6959 -7.9371 -0.4656  -0.071
C 3.3657 -8.5055 0.6109  -0.072
C 3.5845 -7.7691 1.7667  -0.074
C 3.1386 -6.4566 1.8468  -0.119
H 3.2279 -1.9208 2.9188  0.084
H 3.0733 -1.6069 5.3567  0.109
H 1.4930 -2.9639 6.6854  0.108
H 0.0793 -4.6631 5.5828  0.110
H 0.2400 -5.0093 3.1490  0.108
H 4.9272 -3.6459 1.3381  0.105
H 6.8079 -2.4176 0.3239  0.109
H 6.4190 -0.9290 -1.6049  0.108
H 4.1430 -0.6562 -2.5285  0.108
H 2.2419 -1.8549 -1.5028  0.047
H 1.7136 -6.1897 -1.2245  0.081
H 2.5206 -8.5161 -1.3629  0.109
H 3.7123 -9.5289 0.5507  0.108
H 4.0976 -8.2175 2.6076  0.109
H 3.2962 -5.8900 2.7592  0.099



no.,strongest force on any atom (hartree/bohr)
1,0.027
2,0.012
3,0.006